No. 1
{
  "formula": "C40H76B2Br3FN4O10P",
  "method": "the ωB97M-V functional and the def2-TZVPD basis",
  "charge": 1,
  "mol_weight_g_mol": 1084.4,
  "max_force_ev_per_a": 2.97,
  "s_squared": 2.008,
  "spin_multiplicity": 3,
  "e_lumo_ev": [-3.406, -3.406],
  "relative_energy_kj_mol": 0.0,
  "homo_ev": [-9.97, -10.78],
  "orbital_gap_ev": [6.57, 7.38],
  "elements": ["C", "C", "O", "C", "O", "C", "C", "C", "C", "C", "C", "C", "C", "O", "C", "C", "C", "Br", "C", "C", "Br", "N", "C", "C", "F", "C", "C", "N", "B", "O", "O", "C", "C", "B", "O", "O", "P", "O", "Br", "H", "H", "H", "H", "H", "H", "H", "H", "H", "H", "H", "H", "H", "H", "H", "H", "H", "H", "H", "H", "H", "H", "H", "H", "H", "H", "H", "H", "H", "H", "H", "H", "H", "H", "H", "H", "H", "H", "H", "H", "C", "C", "C", "C", "C", "C", "N", "O", "C", "C", "C", "H", "H", "H", "H", "H", "H", "H", "H", "H", "H", "H", "H", "H", "H", "H", "H", "H", "H", "C", "C", "C", "C", "C", "C", "N", "O", "C", "C", "C", "H", "H", "H", "H", "H", "H", "H", "H", "H", "H", "H", "H", "H", "H", "H", "H", "H", "H"],
  "xyz": [[-2.58984, -3.41351, 5.92707], [-3.00000, -4.58325, 5.02887], [-4.42125, -4.75530, 5.12910], [-5.11322, -4.08388, 4.16564], [-5.68017, -3.08401, 4.38837], [-5.14359, -4.73173, 2.78843], [-5.63900, -3.78195, 1.67879], [-4.57530, -2.70852, 1.42449], [-4.86394, -1.73969, 0.21535], [-6.29101, -1.13431, 0.38680], [-7.45984, -1.60425, -0.49898], [-7.66333, -3.10003, -0.72223], [-8.96630, -3.28612, -1.56804], [-9.59995, -4.50440, -1.24929], [-8.93190, -5.62610, -1.82536], [-3.90338, -0.53918, 0.61184], [-4.10696, 0.42432, 1.72210], [-5.27918, 1.92189, 1.47986], [-3.48500, 0.31033, 2.87483], [-2.47505, -0.73589, 3.23038], [-3.79010, 1.57514, 4.27933], [-2.85441, -0.47107, -0.11088], [-1.81309, 0.55532, 0.07782], [-2.21060, 1.95286, -0.42144], [-2.14530, 2.80257, 0.67531], [-2.71731, -1.52252, -1.17536], [-2.12372, -1.04084, -2.50141], [-0.63322, -0.95197, -2.37286], [-1.61040, -2.51083, -0.51160], [-1.33181, -2.44647, 0.83783], [-0.96390, -3.45746, -1.25457], [0.45379, -3.55198, -0.93413], [-4.21745, -2.03187, -1.16155], [-4.10994, -3.55927, -1.69915], [-3.87550, -3.77351, -3.04263], [-4.20626, -4.68221, -0.91611], [-4.93607, -1.21657, -2.73965], [-6.25673, -2.11248, -3.13679], [-5.60320, 0.88786, -2.18843], [-1.51984, -3.22221, 5.82184], [-3.16847, -2.52962, 5.65659], [-2.83076, -3.68033, 6.95430], [-2.51227, -5.49128, 5.38279], [-2.67034, -4.43232, 3.99324], [-4.11747, -5.01859, 2.52077], [-5.71721, -5.65908, 2.79151], [-5.90505, -4.38193, 0.81363], [-6.55541, -3.32045, 2.04625], [-4.57483, -2.06647, 2.30580], [-3.59378, -3.18699, 1.35638], [-6.22294, -0.05523, 0.27225], [-6.58135, -1.27472, 1.43035], [-8.37217, -1.25628, -0.00203], [-7.46905, -1.06066, -1.44347], [-7.87632, -3.62478, 0.20705], [-6.87332, -3.60123, -1.28750], [-9.64558, -2.48207, -1.27800], [-8.70619, -3.22625, -2.62998], [-8.34918, -6.12430, -1.04129], [-9.68263, -6.29477, -2.24178], [-8.20877, -5.31652, -2.58692], [-1.50356, -0.45200, 2.81542], [-2.33338, -0.75938, 4.30778], [-2.71533, -1.73739, 2.89639], [-1.49995, 0.62076, 1.11182], [-0.90724, 0.26885, -0.45822], [-1.49941, 2.35745, -1.14087], [-3.22583, 2.00951, -0.81774], [-2.31857, -1.74002, -3.30530], [-2.45007, -0.03554, -2.76994], [-0.20765, -1.63352, -2.99239], [-0.33546, -0.05918, -2.75492], [-1.26467, -3.33966, 1.20501], [0.58707, -4.20381, -0.07013], [0.87365, -2.57558, -0.69282], [0.95862, -3.94285, -1.81144], [-3.10576, -4.36873, -3.06131], [-3.61521, -4.65193, -0.15113], [-6.07558, -2.49868, -4.00868], [5.10794, 1.40246, -1.62967], [4.16875, 0.32978, -1.04172], [4.04284, 0.53401, 0.47083], [5.28820, 0.10453, 1.24216], [5.67535, -1.32968, 0.88870], [5.82551, -1.56206, -0.61776], [4.65751, -1.03822, -1.38916], [3.67413, -1.86736, -1.25473], [7.13357, -0.91072, -1.11471], [6.03434, -3.05673, -0.87094], [2.81412, 0.62064, -1.69407], [5.38447, 1.16330, -2.65782], [4.61822, 2.37691, -1.64685], [6.01744, 1.55234, -1.05456], [3.18549, -0.03578, 0.84919], [3.82829, 1.58476, 0.68205], [6.11799, 0.78667, 1.04089], [5.09376, 0.17517, 2.31464], [6.60816, -1.58958, 1.39334], [4.91209, -2.00508, 1.29093], [7.17354, -0.89535, -2.20487], [7.99644, -1.47812, -0.76575], [7.28721, 0.10184, -0.75007], [5.22551, -3.66601, -0.46875], [6.95132, -3.39221, -0.38770], [6.12350, -3.26517, -1.93872], [2.85868, 0.46916, -2.77484], [2.52870, 1.65713, -1.51070], [2.01450, -0.00445, -1.29091], [7.01813, 8.20733, -1.78923], [6.49406, 6.75692, -1.85599], [4.96722, 6.76812, -1.97515], [4.26303, 7.13639, -0.67106], [4.74119, 6.24319, 0.47151], [6.26459, 6.22376, 0.62717], [6.96185, 5.97854, -0.67026], [6.86917, 4.71910, -0.94793], [6.73845, 7.55408, 1.24969], [6.64302, 5.16944, 1.66979], [7.08956, 6.20524, -3.15342], [8.06839, 8.23142, -1.49488], [6.94510, 8.68403, -2.76708], [6.45564, 8.84754, -1.11376], [4.61637, 5.77975, -2.29240], [4.66660, 7.46485, -2.76094], [4.42789, 8.18958, -0.42938], [3.18366, 7.02155, -0.79548], [4.28177, 6.57103, 1.40701], [4.37684, 5.22504, 0.29240], [7.82438, 7.64494, 1.19794], [6.45775, 7.60263, 2.30229], [6.29651, 8.43562, 0.79206], [6.27170, 4.17704, 1.41389], [6.21091, 5.42834, 2.63643], [7.72596, 5.10998, 1.79258], [8.17879, 6.16528, -3.09899], [6.81808, 6.84802, -3.99052], [6.72054, 5.20774, -3.38980]],
  "atomic_forces_ev_per_a": [[-0.2, -0.4, -0.4], [0.5, 0.4, 0.7], [0.2, -0.3, -0.4], [0.7, -1.8, -0.9], [-1.2, 2.1, 0.7], [0.6, 0.2, -0.6], [-0.1, -0.3, 0.9], [-0.9, -0.3, -0.8], [1.8, 1.9, 1.4], [-0.4, -0.3, -0.4], [0.1, -0.2, 0.3], [-1.1, 0.1, -0.8], [0.7, 0.1, 1.0], [0.1, 0.0, -0.8], [0.1, 0.3, 0.6], [-0.9, -0.4, -0.2], [-0.9, 0.6, -0.4], [0.2, -0.5, -0.5], [0.4, 0.0, 1.5], [0.5, 0.3, 0.4], [0.3, -0.5, -0.3], [0.6, 1.0, -0.5], [0.7, 0.3, -0.8], [-0.1, 0.2, 0.7], [-0.1, 0.2, 0.1], [-0.4, -0.2, 1.5], [1.5, 0.6, 0.1], [-0.2, 0.2, -0.2], [0.5, -0.8, -0.2], [-0.8, 0.2, 0.1], [-0.2, 0.5, -0.2], [-0.1, -0.3, 0.1], [-1.0, -1.0, -1.5], [-0.7, -0.1, 0.0], [0.7, 0.4, 0.5], [1.0, 0.2, 0.1], [0.5, 0.0, -1.0], [0.2, 0.3, 0.5], [-0.1, -0.5, 0.1], [0.0, 0.1, 0.1], [0.1, 0.1, 0.1], [0.1, 0.1, 0.0], [-0.3, -0.1, -0.1], [-0.2, 0.1, 0.0], [-0.1, -0.3, 0.2], [-0.1, 0.1, 0.3], [0.3, 0.2, -0.1], [0.0, 0.1, -0.1], [0.0, -0.1, 0.1], [0.0, 0.2, -0.1], [-0.1, -0.2, -0.2], [0.2, -0.1, 0.0], [0.1, 0.1, 0.1], [0.1, -0.2, 0.0], [0.2, 0.0, 0.1], [0.3, 0.1, 0.4], [-0.2, -0.1, -0.3], [-0.3, 0.1, 0.0], [-0.1, -0.2, -0.1], [0.1, -0.1, 0.0], [-0.2, 0.0, -0.2], [0.0, -0.1, 0.0], [-0.1, -0.1, 0.0], [0.0, 0.1, -0.2], [-0.3, 0.1, 0.2], [-0.3, -0.5, 0.0], [0.0, -0.2, -0.2], [0.1, -0.2, -0.1], [-0.6, 0.0, 0.1], [-0.5, -0.2, -0.1], [0.1, -0.1, 0.2], [0.1, 0.0, 0.2], [0.6, 0.3, 0.0], [0.1, -0.1, -0.2], [-0.1, 0.0, -0.1], [0.0, -0.1, 0.1], [-0.5, -0.3, -0.5], [-0.6, -0.1, 0.2], [-0.1, 0.2, 0.1], [0.3, 0.1, 0.0], [0.4, 1.9, -0.7], [0.1, -0.4, 0.4], [0.0, 0.0, 0.0], [-0.5, 0.3, 0.2], [2.1, -0.1, -0.3], [-1.3, -0.6, 2.1], [-0.3, -0.4, -0.8], [0.0, 0.3, 0.0], [-0.6, -0.3, -0.1], [-0.4, -0.6, 0.0], [0.0, -0.1, 0.0], [-0.1, -0.1, 0.1], [0.0, -0.1, 0.0], [0.0, -0.1, -0.1], [0.0, 0.0, -0.2], [0.0, 0.0, 0.0], [0.0, 0.0, 0.0], [0.1, -0.1, -0.2], [0.0, 0.0, -0.1], [-0.1, 0.0, 0.0], [-0.1, -0.1, 0.0], [-0.1, 0.0, -0.1], [-0.1, 0.1, -0.1], [0.0, 0.2, 0.0], [0.0, 0.0, 0.0], [0.0, 0.0, 0.0], [0.2, 0.0, 0.0], [0.1, -0.1, 0.0], [-0.1, 0.2, 0.2], [0.6, 1.8, -1.0], [-0.4, -0.3, 0.4], [0.1, 0.0, 0.0], [-0.3, -0.1, -0.5], [0.3, 1.2, 1.7], [-2.0, -1.4, -0.5], [0.8, -0.4, 0.0], [0.0, 0.3, -0.1], [0.1, -0.6, -0.3], [0.1, -0.7, 0.1], [0.0, 0.0, 0.0], [0.0, -0.2, -0.1], [0.1, -0.1, 0.1], [0.1, -0.1, 0.0], [0.2, 0.0, 0.0], [0.0, 0.0, 0.0], [0.0, 0.0, 0.0], [0.2, 0.0, 0.1], [0.2, 0.0, 0.0], [0.0, 0.0, -0.1], [0.0, -0.2, 0.0], [0.1, 0.0, -0.1], [0.1, 0.0, -0.1], [0.0, 0.2, -0.1], [0.0, 0.0, 0.0], [0.0, 0.0, 0.0], [0.0, 0.1, 0.1], [0.1, 0.0, 0.1]],
  "mulliken_spin": [0.00, 0.00, 0.00, 0.00, 0.00, 0.00, 0.00, 0.00, 0.00, 0.00, 0.00, 0.00, 0.00, 0.00, 0.00, 0.00, 0.00, 0.00, 0.00, 0.00, 0.00, 0.00, 0.00, 0.00, 0.00, 0.00, 0.00, 0.00, 0.00, 0.00, 0.00, 0.00, 0.00, 0.00, 0.00, 0.00, 0.00, 0.00, 0.00, 0.00, 0.00, 0.00, 0.00, 0.00, 0.00, 0.00, 0.00, 0.00, 0.00, 0.00, 0.00, 0.00, 0.00, 0.00, 0.00, 0.00, 0.00, 0.00, 0.00, 0.00, 0.00, 0.00, 0.00, 0.00, 0.00, 0.00, 0.00, 0.00, 0.00, 0.00, 0.00, 0.00, 0.00, 0.00, 0.01, 0.00, 0.00, 0.00, 0.00, 0.01, 0.03, 0.02, -0.02, 0.02, 0.04, 0.37, 0.54, 0.00, 0.00, -0.03, -0.01, 0.01, 0.01, 0.00, 0.00, 0.00, 0.00, 0.00, 0.01, -0.01, 0.00, 0.00, 0.00, 0.00, 0.00, 0.00, 0.00, 0.02, 0.00, 0.03, 0.02, -0.02, 0.02, 0.03, 0.37, 0.54, 0.00, -0.01, -0.01, -0.01, 0.00, 0.00, 0.00, 0.00, 0.00, 0.00, 0.00, 0.00, -0.01, 0.00, 0.00, 0.00, 0.00, 0.00, 0.00, 0.00, 0.00]
}


No. 2
{
  "formula": "C5H9NO",
  "method": "the ωB97M-V functional and the def2-TZVPD basis",
  "charge": 0,
  "mol_weight_g_mol": 99.1,
  "max_force_ev_per_a": 1.85,
  "e_lumo_ev": 0.915,
  "relative_energy_kj_mol": 99.5,
  "homo_ev": -8.10,
  "orbital_gap_ev": 9.02,
  "elements": ["C", "C", "N", "C", "C", "C", "H", "H", "H", "H", "H", "H", "H", "H", "H", "O"],
  "xyz": [[1.09264, -1.55577, -0.90023], [1.10581, -0.57473, -1.86925], [0.08894, 0.28817, -1.54487], [-0.57794, -0.07056, -0.41161], [0.05449, -1.24239, 0.01297], [-1.61596, 0.77306, 0.21875], [1.91240, -2.23171, -0.72719], [1.67583, -0.44360, -2.76969], [-0.19201, 1.03034, -2.15073], [-0.01085, -1.52526, 1.05637], [-2.35204, 1.12163, -0.50303], [-2.18559, 0.30610, 1.02108], [-1.15553, 1.63260, 0.71559], [0.46144, 0.36799, 2.05823], [1.22350, 0.95942, 3.17889], [0.47487, 1.16471, 2.61472]],
  "atomic_forces_ev_per_a": [[0.8, 0.7, 0.0], [-0.8, -0.5, 0.7], [-0.3, 0.4, -0.7], [1.1, -1.5, 0.0], [-0.2, 1.4, 0.7], [-0.3, 0.6, 0.4], [-0.2, -0.4, -0.2], [0.1, 0.0, 0.0], [-0.2, 0.3, -0.1], [-0.3, -0.8, -0.3], [0.0, 0.1, -0.1], [0.2, -0.5, -0.2], [0.0, 0.2, -0.3], [-0.2, 0.4, -0.2], [0.2, 0.3, 0.3], [0.1, -0.7, -0.2]],
  "lowdin_charge": [-0.11, -0.12, 0.04, -0.33, -0.08, -0.04, 0.09, 0.10, 0.15, 0.10, 0.08, 0.09, 0.07, 0.01, 0.04, -0.06]
}


No. 3
{
  "formula": "C2H7ClNO2P",
  "method": "the ωB97M-V functional and the def2-TZVPD basis",
  "charge": 0,
  "mol_weight_g_mol": 143.5,
  "max_force_ev_per_a": 5.45,
  "e_lumo_ev": [-0.445, -0.435],
  "relative_energy_kj_mol": 497.1,
  "homo_ev": [-9.11, -9.10],
  "orbital_gap_ev": [8.67, 8.66],
  "elements": ["C", "C", "N", "O", "O", "P", "Cl", "H", "H", "H", "H", "H", "H", "H"],
  "xyz": [[1.89201, -0.80022, -0.54584], [-2.00258, 0.94963, -0.64784], [1.02251, -1.10356, 0.54539], [0.25720, 2.25284, 1.03295], [-0.99983, -0.05088, -0.31100], [-0.08414, 0.04066, 0.98438], [-1.12138, -0.66785, 2.59007], [1.30916, 0.00166, -1.05333], [2.97975, -0.56495, -0.15418], [2.17275, -1.68722, -1.19378], [-3.00039, 0.86252, -0.14715], [-2.29212, 0.74204, -1.68632], [-1.50045, 1.87018, -0.58606], [1.36750, -1.84485, 1.17271]],
  "atomic_forces_ev_per_a": [[2.5, 0.1, -0.5], [-1.0, -1.3, -1.0], [-0.1, -1.4, 2.0], [-0.6, -5.4, 0.1], [-1.0, -0.3, 0.5], [0.2, 5.0, -0.6], [0.6, 0.0, -0.5], [1.6, -0.4, -0.5], [-2.2, 0.6, -0.8], [-1.3, 0.8, 0.4], [1.3, 0.0, 0.5], [0.5, 0.0, 0.1], [0.1, 1.5, 0.4], [-0.7, 0.9, -0.1]],
  "lowdin_charge": [-0.17, -0.09, -0.28, -0.52, -0.38, 0.49, 0.33, 0.08, 0.11, 0.09, 0.10, 0.09, 0.04, 0.11]
}


No. 4
{
  "formula": "C3H8NO",
  "method": "the ωB97M-V functional and the def2-TZVPD basis",
  "charge": 1,
  "mol_weight_g_mol": 74.1,
  "max_force_ev_per_a": 1.55,
  "e_lumo_ev": -5.830,
  "relative_energy_kj_mol": 115.7,
  "homo_ev": -14.32,
  "orbital_gap_ev": 8.49,
  "elements": ["C", "N", "H", "H", "H", "H", "O", "C", "C", "H", "H", "H", "H"],
  "xyz": [[2.68595, -0.70611, 0.90823], [1.51047, -0.68233, 0.42148], [3.39355, 0.03415, 0.54027], [3.03357, -1.40777, 1.66387], [1.13021, 0.14916, -0.06280], [0.92496, -1.46912, 0.14206], [-0.22914, 0.33846, -1.36985], [-1.43542, 0.29876, -1.24273], [-2.12451, 0.75364, -0.00002], [-2.08623, -0.02917, -2.07030], [-1.65555, 0.29508, 0.87028], [-1.94672, 1.81858, 0.16101], [-3.20114, 0.60666, 0.03848]],
  "atomic_forces_ev_per_a": [[0.3, 0.1, 0.0], [-0.1, 0.4, -1.1], [-0.3, 0.6, 0.8], [-0.1, -0.6, -0.7], [0.4, -0.1, -0.6], [-0.2, -0.4, 1.5], [0.1, -0.3, 0.1], [-0.5, 0.5, 0.0], [0.0, 0.2, 0.6], [0.3, -0.1, -0.1], [-0.1, -0.2, 0.1], [0.1, 0.1, -0.3], [0.1, -0.2, -0.2]],
  "lowdin_charge": [0.17, 0.19, 0.13, 0.13, 0.11, 0.16, -0.01, -0.26, -0.04, 0.13, 0.08, 0.10, 0.09]
}